Model w:
Molecular formula: C24H78O27
Method: DFT, the ωB97M-V functional and the def2-TZVPD basis

Each atom is followed by the atoms it is bonded to, with distances in Å.
Geometry (Å):
1 O -1.2844 -3.0768 -0.7871  H2 0.957, H3 0.957
2 H -0.5858 -2.4297 -0.6893  O1 0.957
3 H -2.0930 -2.5702 -0.7121  O1 0.957
4 O -2.1138 -5.8235 -0.8925  H5 0.957, H6 0.957
5 H -1.2620 -6.2557 -0.9541  O4 0.957
6 H -1.9092 -4.8884 -0.8942  O4 0.957
7 O -0.1031 -0.6471 -0.3298  H8 0.957, H9 0.957
8 H -0.6186 0.1306 -0.5431  O7 0.957
9 H 0.4100 -0.3921 0.4369  O7 0.957
10 C 6.1458 0.0043 -0.3279  C11 1.492, O13 1.410, H14 1.090, H15 1.090
11 C 7.1745 -0.1601 0.7408  C10 1.492, O12 1.430, H16 1.090, H17 1.090
12 O 8.4598 -0.5128 0.2228  C11 1.430, H18 0.960
13 O 5.7534 -1.2704 -0.7852  C10 1.410, H19 0.960
14 H 6.5397 0.5027 -1.2137  C10 1.090
15 H 5.3672 0.7346 -0.1073  C10 1.090
16 H 6.8402 -0.9185 1.4487  C11 1.090
17 H 7.2601 0.7888 1.2703  C11 1.090
18 H 8.3127 -1.3954 -0.1249  O12 0.960
19 H 4.8268 -1.1662 -1.0136  O13 0.960
20 C 0.5004 -1.9566 4.4983  C21 1.534, O23 1.449, H24 1.090, H25 1.090
21 C 1.8235 -2.5947 4.9413  C20 1.534, O22 1.419, H26 1.090, H27 1.090
22 O 2.8212 -2.3275 3.9677  C21 1.419, H28 0.960
23 O 0.4899 -0.5139 4.3620  C20 1.449, H29 0.960
24 H -0.3473 -2.1823 5.1453  C20 1.090
25 H 0.3086 -2.3573 3.5029  C20 1.090
26 H 1.5656 -3.6537 4.9573  C21 1.090
27 H 2.1807 -2.3038 5.9291  C21 1.090
28 H 3.6449 -2.6733 4.3192  O22 0.960
29 H -0.2860 -0.3283 3.8281  O23 0.960
30 C 1.7629 -4.8442 2.1009  C31 1.506, O33 1.457, H34 1.090, H35 1.090
31 C 1.7256 -3.6905 1.1331  C30 1.506, O32 1.394, H36 1.090, H37 1.090
32 O 2.4890 -3.9537 -0.0034  C31 1.394, H38 0.960
33 O 1.2093 -6.0136 1.4304  C30 1.457, H39 0.960
34 H 1.1903 -4.6512 3.0081  C30 1.090
35 H 2.7727 -5.0281 2.4678  C30 1.090
36 H 2.0064 -2.7757 1.6552  C31 1.090
37 H 0.6784 -3.6455 0.8339  C31 1.090
38 H 2.4694 -4.8609 -0.3169  O32 0.960
39 H 1.9135 -6.3262 0.8578  O33 0.960
40 C -4.3566 0.8439 -1.5182  C41 1.547, O43 1.423, H44 1.090, H45 1.090
41 C -3.0593 0.9885 -2.3488  C40 1.547, O42 1.451, H46 1.090, H47 1.090
42 O -1.9586 1.2685 -1.4466  C41 1.451, H48 0.960
43 O -4.7908 2.1571 -1.1824  C40 1.423, H49 0.960
44 H -4.2312 0.1981 -0.6492  C40 1.090
45 H -5.1530 0.3560 -2.0803  C40 1.090
46 H -3.2070 1.8041 -3.0567  C41 1.090
47 H -2.8104 0.1288 -2.9710  C41 1.090
48 H -2.0545 2.1546 -1.0899  O42 0.960
49 H -4.1840 2.5809 -0.5710  O43 0.960
50 C -0.8058 3.0806 2.7705  C51 1.526, O53 1.450, H54 1.090, H55 1.090
51 C -0.8422 3.1713 4.2935  C50 1.526, O52 1.373, H56 1.090, H57 1.090
52 O -2.1340 3.5301 4.5909  C51 1.373, H58 0.960
53 O -1.8524 2.2397 2.2241  C50 1.450, H59 0.960
54 H 0.1467 2.7839 2.3313  C50 1.090
55 H -0.9620 4.0474 2.2918  C50 1.090
56 H -0.0729 3.8368 4.6851  C51 1.090
57 H -0.6353 2.1925 4.7262  C51 1.090
58 H -2.7476 2.9455 4.1400  O52 0.960
59 H -2.1811 2.4747 1.3532  O53 0.960
60 C -4.1346 -1.1170 2.5754  C61 1.526, O63 1.420, H64 1.090, H65 1.090
61 C -2.7985 -1.2114 1.8441  C60 1.526, O62 1.406, H66 1.090, H67 1.090
62 O -1.7893 -0.5893 2.6006  C61 1.406, H68 0.960
63 O -4.8230 0.1096 2.3813  C60 1.420, H69 0.960
64 H -3.9639 -1.4549 3.5975  C60 1.090
65 H -4.8479 -1.8681 2.2361  C60 1.090
66 H -2.7436 -0.7334 0.8661  C61 1.090
67 H -2.4622 -2.2370 1.6916  C61 1.090
68 H -1.8639 0.3370 2.3597  O62 0.960
69 H -5.7683 -0.0519 2.4262  O63 0.960
70 C 3.0199 -1.8372 -2.4525  C71 1.506, O73 1.427, H74 1.090, H75 1.090
71 C 3.8783 -1.2923 -3.5634  C70 1.506, O72 1.418, H76 1.090, H77 1.090
72 O 3.1738 -0.3724 -4.3814  C71 1.418, H78 0.960
73 O 3.1334 -1.1040 -1.2334  C70 1.427, H79 0.960
74 H 3.2866 -2.8757 -2.2560  C70 1.090
75 H 1.9507 -1.9428 -2.6363  C70 1.090
76 H 4.1456 -2.0810 -4.2665  C71 1.090
77 H 4.8202 -0.8401 -3.2528  C71 1.090
78 H 3.8327 -0.1756 -5.0512  O72 0.960
79 H 2.6173 -1.6637 -0.6486  O73 0.960
80 C -2.3304 4.8042 -0.8957  C81 1.532, O83 1.401, H84 1.090, H85 1.090
81 C -3.1119 5.0051 0.4061  C80 1.532, O82 1.363, H86 1.090, H87 1.090
82 O -3.6142 3.8145 0.8407  C81 1.363, H88 0.960
83 O -1.3214 3.8488 -0.7152  C80 1.401, H89 0.960
84 H -1.8307 5.7426 -1.1364  C80 1.090
85 H -2.9869 4.6293 -1.7480  C80 1.090
86 H -3.8555 5.7544 0.1346  C81 1.090
87 H -2.4276 5.4212 1.1456  C81 1.090
88 H -4.1820 4.0511 1.5777  O82 0.960
89 H -0.5394 4.2533 -0.3326  O83 0.960
90 C -0.1634 3.9534 -5.6711  C91 1.596, O93 1.412, H94 1.090, H95 1.090
91 C -1.4130 3.9907 -4.6796  C90 1.596, O92 1.397, H96 1.090, H97 1.090
92 O -2.6454 3.8817 -5.3290  C91 1.397, H98 0.960
93 O 0.1556 2.6186 -6.0034  C90 1.412, H99 0.960
94 H 0.6816 4.4807 -5.2283  C90 1.090
95 H -0.2200 4.5004 -6.6122  C90 1.090
96 H -1.4856 4.9314 -4.1337  C91 1.090
97 H -1.2782 3.1843 -3.9588  C91 1.090
98 H -2.6605 2.9676 -5.6218  O92 0.960
99 H 0.4524 2.1517 -5.2188  O93 0.960
100 C -5.0369 -3.6686 -0.9527  C101 1.523, O103 1.349, H104 1.090, H105 1.090
101 C -6.5080 -3.2822 -0.8781  C100 1.523, O102 1.400, H106 1.090, H107 1.090
102 O -7.2276 -3.5033 -2.0580  C101 1.400, H108 0.960
103 O -4.2205 -2.6670 -1.3395  C100 1.349, H109 0.960
104 H -4.9871 -4.6632 -1.3957  C100 1.090
105 H -4.6654 -3.9639 0.0285  C100 1.090
106 H -6.5573 -2.2473 -0.5395  C101 1.090
107 H -6.9655 -3.7843 -0.0257  C101 1.090
108 H -6.8488 -4.2000 -2.5990  O102 0.960
109 H -4.4617 -2.4294 -2.2378  O103 0.960
110 C 1.1817 1.8612 -2.3287  C111 1.570, O113 1.379, H114 1.090, H115 1.090
111 C 2.5357 2.6212 -2.0935  C110 1.570, O112 1.449, H116 1.090, H117 1.090
112 O 3.6185 1.6715 -1.9318  C111 1.449, H118 0.960
113 O 1.2487 1.4694 -3.6487  C110 1.379, H119 0.960
114 H 0.2446 2.4039 -2.2044  C110 1.090
115 H 1.1528 0.9958 -1.6666  C110 1.090
116 H 2.4848 3.2209 -1.1847  C111 1.090
117 H 2.6738 3.4098 -2.8332  C111 1.090
118 H 3.1962 0.8219 -1.7851  O112 0.960
119 H 1.9494 0.8147 -3.6920  O113 0.960
120 C 3.0248 1.3340 1.9957  C121 1.553, O123 1.391, H124 1.090, H125 1.090
121 C 4.1382 0.5555 2.7479  C120 1.553, O122 1.448, H126 1.090, H127 1.090
122 O 3.8455 0.1243 4.0987  C121 1.448, H128 0.960
123 O 1.8809 0.5582 1.8403  C120 1.391, H129 0.960
124 H 3.4345 1.6987 1.0538  C120 1.090
125 H 2.8387 2.2877 2.4896  C120 1.090
126 H 5.0572 1.1411 2.7722  C121 1.090
127 H 4.3995 -0.3273 2.1643  C121 1.090
128 H 3.1409 -0.5233 4.0224  O122 0.960
129 H 1.3980 0.5300 2.6695  O123 0.960

Results
Gap between HOMO and LUMO in eV: 9.49

These are the Mulliken partial charges, in e, on atoms 1 to 6: atom 1 (O): -0.59, atom 2 (H): 0.03, atom 3 (H): 0.17, atom 4 (O): -0.62, atom 5 (H): 0.29, atom 6 (H): 0.43



Model x:
Molecular formula: C24H78O27
Method: DFT, the ωB97M-V functional and the def2-TZVPD basis

Each atom is followed by the atoms it is bonded to, with distances in Å.
Geometry (Å):
1 O 0.8277 -0.7003 -2.2371  H2 0.958, H3 1.004
2 H 0.9450 -0.5997 -1.2919  O1 0.958
3 H -0.0142 -1.2441 -2.2947  O1 1.004
4 O 2.9056 2.5485 0.2922  H5 0.946, H6 0.956
5 H 3.7400 2.4779 -0.1477  O4 0.946
6 H 3.1226 2.8869 1.1592  O4 0.956
7 O -1.3433 3.4063 0.2525  H8 1.001, H9 0.949
8 H -1.6071 2.4511 0.3920  O7 1.001
9 H -2.0505 3.7956 -0.2462  O7 0.949
10 C -1.9200 -3.9132 -2.4741  C11 1.501, O13 1.445, H14 1.094, H15 1.075
11 C -2.6340 -2.9739 -3.4026  C10 1.501, O12 1.370, H16 1.099, H17 1.071
12 O -2.3960 -3.1719 -4.7375  C11 1.370, H18 1.008
13 O -0.4942 -3.8579 -2.7052  C10 1.445, H19 0.975
14 H -2.2123 -4.9495 -2.6705  C10 1.094
15 H -2.1174 -3.5787 -1.4714  C10 1.075
16 H -2.2970 -1.9787 -3.0820  C11 1.099
17 H -3.6812 -2.9875 -3.1802  C11 1.071
18 H -1.6873 -2.4982 -4.9828  O12 1.008
19 H -0.3768 -4.2259 -3.6008  O13 0.975
20 C 4.2297 -0.7244 -3.7869  C21 1.547, O23 1.414, H24 1.062, H25 1.098
21 C 3.4741 0.1871 -4.7824  C20 1.547, O22 1.400, H26 1.060, H27 1.144
22 O 2.2241 0.6839 -4.3939  C21 1.400, H28 0.957
23 O 5.0959 -1.7504 -4.2301  C20 1.414, H29 0.972
24 H 3.4495 -1.1999 -3.2464  C20 1.062
25 H 4.6974 -0.0964 -3.0176  C20 1.098
26 H 3.3905 -0.3995 -5.6617  C21 1.060
27 H 4.0516 1.1421 -5.0357  C21 1.144
28 H 1.8003 0.1557 -3.7182  O22 0.957
29 H 4.6186 -2.5613 -4.4731  O23 0.972
30 C -3.1891 -5.6455 3.3863  C31 1.504, O33 1.421, H34 1.085, H35 1.099
31 C -3.4465 -4.1700 3.2452  C30 1.504, O32 1.484, H36 1.124, H37 1.104
32 O -2.1651 -3.4485 3.4435  C31 1.484, H38 0.974
33 O -2.8787 -5.8709 4.7550  C30 1.421, H39 0.944
34 H -2.3957 -5.9744 2.7239  C30 1.085
35 H -4.0632 -6.2283 3.0628  C30 1.099
36 H -4.1598 -3.9911 4.0952  C31 1.124
37 H -3.7851 -3.8556 2.2423  C31 1.104
38 H -1.8293 -3.8332 4.2730  O32 0.974
39 H -2.9449 -6.7906 4.9585  O33 0.944
40 C 0.5874 4.5133 -2.1333  C41 1.479, O43 1.466, H44 1.098, H45 1.098
41 C 0.7117 3.0709 -2.4380  C40 1.479, O42 1.419, H46 1.120, H47 1.103
42 O 0.9405 2.9494 -3.8327  C41 1.419, H48 0.976
43 O -0.3821 5.1685 -3.0159  C40 1.466, H49 0.964
44 H 1.5346 5.0676 -2.1743  C40 1.098
45 H 0.1298 4.6899 -1.1509  C40 1.098
46 H -0.2501 2.5686 -2.1618  C41 1.120
47 H 1.4560 2.5569 -1.8070  C41 1.103
48 H 1.6680 2.3119 -3.9598  O42 0.976
49 H -0.3120 4.7165 -3.8645  O43 0.964
50 C 6.0635 -0.4842 2.4278  C51 1.541, O53 1.410, H54 1.045, H55 1.116
51 C 4.8207 0.3098 1.9790  C50 1.541, O52 1.446, H56 1.077, H57 1.078
52 O 3.8717 0.2525 3.0688  C51 1.446, H58 0.963
53 O 6.4741 0.0107 3.6825  C50 1.410, H59 0.974
54 H 6.8535 -0.4350 1.7455  C50 1.045
55 H 5.7295 -1.5475 2.4750  C50 1.116
56 H 4.3920 -0.1372 1.0975  C51 1.077
57 H 5.1026 1.3358 1.8055  C51 1.078
58 H 3.2955 0.9993 2.8737  O52 0.963
59 H 5.7017 0.0110 4.2761  O53 0.974
60 C -4.1397 1.9288 4.7476  C61 1.512, O63 1.388, H64 1.103, H65 1.085
61 C -3.6384 0.5891 4.2570  C60 1.512, O62 1.423, H66 1.107, H67 1.104
62 O -2.3866 0.8518 3.6342  C61 1.423, H68 1.013
63 O -3.1245 2.5706 5.4427  C60 1.388, H69 0.962
64 H -4.9701 1.7629 5.4544  C60 1.103
65 H -4.5837 2.4237 3.8906  C60 1.085
66 H -4.3048 0.2010 3.4634  C61 1.107
67 H -3.5400 -0.1193 5.0977  C61 1.104
68 H -1.7082 0.1589 3.9284  O62 1.013
69 H -2.2757 2.4235 5.0152  O63 0.962
70 C 0.1695 3.8116 3.7973  C71 1.495, O73 1.432, H74 1.117, H75 1.075
71 C 1.3339 4.0412 2.8885  C70 1.495, O72 1.411, H76 1.118, H77 1.098
72 O 2.4035 3.1434 3.0936  C71 1.411, H78 0.925
73 O 0.6246 4.0667 5.1308  C70 1.432, H79 0.970
74 H -0.1616 2.7524 3.6710  C70 1.117
75 H -0.7284 4.3444 3.5411  C70 1.075
76 H 1.5933 5.1267 2.9593  C71 1.118
77 H 0.9179 3.9125 1.8806  C71 1.098
78 H 2.5631 3.2032 4.0028  O72 0.925
79 H -0.2055 4.1896 5.6170  O73 0.970
80 C 0.8821 -2.8052 5.3490  C81 1.554, O83 1.394, H84 1.106, H85 1.102
81 C 0.7573 -1.5759 4.4061  C80 1.554, O82 1.459, H86 1.098, H87 1.081
82 O -0.6374 -1.1874 4.2240  C81 1.459, H88 0.992
83 O 0.2767 -3.9193 4.7695  C80 1.394, H89 0.946
84 H 0.3227 -2.5151 6.2585  C80 1.106
85 H 1.9356 -3.0011 5.6060  C80 1.102
86 H 1.2371 -1.7997 3.4444  C81 1.098
87 H 1.3357 -0.8174 4.9147  C81 1.081
88 H -1.0383 -2.0100 3.8401  O82 0.992
89 H 0.7481 -4.7164 4.9631  O83 0.946
90 C -1.8055 1.5546 -4.8633  C91 1.536, O93 1.395, H94 1.122, H95 1.144
91 C -2.2618 0.2038 -5.4349  C90 1.536, O92 1.490, H96 1.093, H97 1.104
92 O -1.1166 -0.7396 -5.2999  C91 1.490, H98 0.986
93 O -0.9980 2.1213 -5.8502  C90 1.395, H99 0.983
94 H -1.2324 1.3320 -3.9253  C90 1.122
95 H -2.6781 2.2564 -4.6281  C90 1.144
96 H -2.4147 0.4295 -6.4938  C91 1.093
97 H -3.0887 -0.2969 -4.9023  C91 1.104
98 H -0.3438 -0.3278 -5.7528  O92 0.986
99 H -0.3251 2.6390 -5.3537  O93 0.983
100 C -3.7046 4.3877 -2.5627  C101 1.517, O103 1.373, H104 1.121, H105 1.089
101 C -4.0458 3.0075 -2.0325  C100 1.517, O102 1.436, H106 1.089, H107 1.130
102 O -5.0469 2.2950 -2.7764  C101 1.436, H108 0.976
103 O -2.7462 4.8598 -1.7010  C100 1.373, H109 0.985
104 H -4.6222 5.0309 -2.5255  C100 1.121
105 H -3.3237 4.2841 -3.5781  C100 1.089
106 H -4.3883 2.9112 -1.0031  C101 1.089
107 H -3.1750 2.2896 -2.0915  C101 1.130
108 H -4.9468 2.5920 -3.7009  O102 0.976
109 H -1.9217 4.8435 -2.2392  O103 0.985
110 C 3.2294 -4.6923 -0.9736  C111 1.480, O113 1.410, H114 1.144, H115 1.060
111 C 3.0213 -3.3402 -1.5389  C110 1.480, O112 1.463, H116 1.087, H117 1.093
112 O 2.6462 -3.5097 -2.9424  C111 1.463, H118 0.995
113 O 2.0779 -5.4999 -0.8721  C110 1.410, H119 0.974
114 H 3.6144 -4.5107 0.0883  C110 1.144
115 H 3.9662 -5.2809 -1.4580  C110 1.060
116 H 3.9327 -2.7482 -1.5279  C111 1.087
117 H 2.2272 -2.8187 -0.9990  C111 1.093
118 H 1.9781 -2.8098 -3.1741  O112 0.995
119 H 1.4738 -5.2248 -1.5853  O113 0.974
120 C -1.1901 -0.0630 0.2168  C121 1.554, O123 1.401, H124 1.103, H125 1.116
121 C 0.0986 0.5446 0.8377  C120 1.554, O122 1.413, H126 1.108, H127 1.101
122 O 1.2549 -0.0367 0.2700  C121 1.413, H128 0.959
123 O -2.3239 0.5606 0.7550  C120 1.401, H129 0.957
124 H -1.1087 -1.1537 0.3613  C120 1.103
125 H -1.3171 0.2009 -0.8600  C120 1.116
126 H 0.1367 0.3577 1.9292  C121 1.108
127 H -0.0245 1.6257 0.6721  C121 1.101
128 H 1.9018 0.6695 0.2117  O122 0.959
129 H -2.3393 0.5765 1.7119  O123 0.957

Results
Gap between HOMO and LUMO in eV: 10.03

These are the Mulliken partial charges, in e, on atoms 1 to 6: atom 1 (O): 0.71, atom 2 (H): 0.05, atom 3 (H): 0.05, atom 4 (O): -0.43, atom 5 (H): 0.23, atom 6 (H): 0.18



Ranking the structures above by energy, model x is first and the second is 110.8 kJ/mol behind.